The following is a DFT calculation (the ωB97M-V functional and the def2-TZVPD basis) of a structure of composition C5H7O3Tm at a distorted geometry.

XYZ file:
```
16
Properties=species:S:1:pos:R:3
O -2.51 1.63 1.71
C -3.50 1.97 2.39
O -4.34 1.13 2.85
Tm -6.19 2.28 2.66
O -4.10 3.17 2.14
C -3.15 4.58 1.04
H -2.68 4.92 1.98
H -2.19 4.16 0.73
H -3.68 5.53 0.89
C -3.33 4.17 -1.45
C -3.33 2.83 -1.80
C -3.42 1.65 -1.31
H -2.40 4.74 -1.55
H -4.24 4.72 -1.73
H -4.29 1.27 -0.77
H -2.65 1.52 0.06
```

Summary:
Spin multiplicity: 3
Frontier orbital gap (spin up / spin down) (eV): 7.39 / 7.08
ΔE to the lowest compared entry with this formula, charge and spin (kcal/mol): 158.5
Molar mass (g mol⁻¹): 284.04
Energy (a.u.): -1504.6440
Total charge: +2